Record 1
This record from the OMol25 dataset describes 2 unconnected molecules or ions with the total composition C4H8NO. The level of theory is ωB97M-V with the def2-TZVPD basis set.

Its net charge is +1. The energy above the lowest of the compared OMol25 structures with the same formula, charge and spin comes out at 98.93 kcal/mol. As for the frontier orbital gap: 0.2250 Eh. Its spin multiplicity is 1.

Bonds (Å) are listed after each position.
Geometry (Å):
1 C -2.718 -2.155 0.577  C2 1.331, H7 1.130, H8 1.102
2 C -1.685 -1.482 0.077  C1 1.331, O6 1.361, H9 1.163
3 C 2.445 1.860 -1.069  C4 1.427, N5 1.533, H10 1.110, H11 1.068
4 C 1.774 0.920 -0.231  C3 1.427, N5 1.303, H12 1.022
5 N 2.188 1.958 0.439  C3 1.533, C4 1.303, H13 1.005
6 O -0.938 -0.462 0.583  C2 1.361, H14 0.984
7 H -3.198 -2.913 -0.111  C1 1.130
8 H -3.039 -1.918 1.605  C1 1.102
9 H -1.182 -1.723 -0.944  C2 1.163
10 H 3.451 1.544 -1.414  C3 1.110
11 H 1.960 2.425 -1.835  C3 1.068
12 H 1.160 0.139 0.011  C4 1.022
13 H 1.916 2.752 0.992  N5 1.005
14 H -1.480 -0.102 1.321  O6 0.984

Record 2
This record from the OMol25 dataset describes a single C2H4O3 molecule. The level of theory is ωB97M-V with the def2-TZVPD basis set.

As for the SMILES: CC(=O)OO. The energy above the lowest of the compared OMol25 structures with the same formula, charge and spin comes out at 93.94 kcal/mol. As for the frontier orbital gap: 0.3646 Eh. Its spin multiplicity is 1.

Bonds (Å) are listed after each position.
Geometry (Å):
1 C -0.853 -0.077 -0.179  C2 1.510, H6 1.092, H7 1.037, H8 1.074
2 C 0.494 -0.647 0.199  C1 1.510, O3 1.151, O4 1.758
3 O 0.933 -1.348 0.999  C2 1.151
4 O 1.574 0.297 -0.818  C2 1.758, O5 1.400
5 O 2.877 0.085 -0.351  O4 1.400, H9 1.000
6 H -0.831 0.247 -1.222  C1 1.092
7 H -1.541 -0.849 -0.116  C1 1.037
8 H -1.053 0.758 0.466  C1 1.074
9 H 3.563 0.354 -1.027  O5 1.000

Record 3
This record from the OMol25 dataset describes 9 unconnected molecules or ions with the total composition C37H92N3O10S. The level of theory is ωB97M-V with the def2-TZVPD basis set.

Its net charge is +1. As for the frontier orbital gap: 0.2976 Eh. Its spin multiplicity is 1.

Bonds (Å) are listed after each position.
Geometry (Å):
1 C 6.694 2.041 5.103  C2 1.673, H20 1.191, H21 1.176, H22 1.170
2 C 6.658 3.530 4.341  C1 1.673, O3 1.469, H23 1.170, H24 1.194
3 O 5.689 4.456 4.944  C2 1.469, C4 1.469
4 C 4.393 4.455 4.254  O3 1.469, C5 1.648, H25 1.178, H26 1.191
5 C 3.291 3.381 4.846  C4 1.648, C6 1.637, N10 1.544, H27 1.194
6 C 3.480 3.374 6.472  C5 1.637, N7 1.512, H28 1.191, H29 1.194
7 N 2.223 3.125 7.274  C6 1.512, C8 1.512, H30 1.047
8 C 1.309 4.280 6.930  N7 1.512, C9 1.638, H31 1.192, H32 1.193
9 C 1.238 4.669 5.341  C8 1.638, N10 1.508, H33 1.195, H34 1.194
10 N 1.845 3.670 4.388  C5 1.544, C9 1.508, C11 1.544, C15 1.512
11 C 1.834 4.349 3.002  N10 1.544, C12 1.644, H35 1.194, H36 1.194
12 C 0.367 4.323 2.262  C11 1.644, C13 1.642, H37 1.187, H38 1.173
13 C 0.490 5.215 0.890  C12 1.642, S14 1.907, H39 1.170, H40 1.192
14 S 0.760 3.994 -0.550  C13 1.907, H41 1.431
15 C 1.167 2.319 4.330  N10 1.512, C16 1.639, H42 1.195, H43 1.194
16 C -0.396 2.280 4.820  C15 1.639, C17 1.672, H44 1.178, H45 1.190
17 C -1.113 1.024 3.979  C16 1.672, N18 1.543, O19 1.347
18 N -0.599 -0.417 4.181  C17 1.543, H46 1.063, H47 1.062
19 O -2.131 1.322 3.150  C17 1.347
20 H 7.229 1.323 4.320  C1 1.191
21 H 7.408 2.101 6.035  C1 1.176
22 H 5.622 1.631 5.333  C1 1.170
23 H 6.593 3.423 3.177  C2 1.170
24 H 7.736 3.993 4.561  C2 1.194
25 H 4.616 4.334 3.104  C4 1.178
26 H 3.927 5.539 4.413  C4 1.191
27 H 3.669 2.315 4.464  C5 1.194
28 H 4.361 2.639 6.796  C6 1.191
29 H 3.860 4.458 6.797  C6 1.194
30 H 1.789 2.192 7.078  N7 1.047
31 H 1.565 5.247 7.577  C8 1.192
32 H 0.198 3.984 7.251  C8 1.193
33 H 1.883 5.669 5.229  C9 1.195
34 H 0.130 5.007 5.051  C9 1.194
35 H 2.118 5.507 3.073  C11 1.194
36 H 2.570 3.761 2.268  C11 1.194
37 H -0.442 4.857 2.948  C12 1.187
38 H -0.006 3.256 1.946  C12 1.173
39 H -0.489 5.843 0.767  C13 1.170
40 H 1.436 5.929 1.018  C13 1.192
41 H 1.448 2.903 0.069  S14 1.431
42 H 1.727 1.507 5.004  C15 1.195
43 H 1.182 1.843 3.235  C15 1.194
44 H -1.028 3.233 4.538  C16 1.178
45 H -0.529 2.049 5.979  C16 1.190
46 H -0.431 -0.458 5.230  N18 1.063
47 H 0.351 -0.405 3.707  N18 1.062
48 C -0.316 -0.600 0.120  C49 1.520, H52 1.096, H53 1.095, H54 1.094
49 C -0.190 -2.099 -0.098  C48 1.520, C50 1.520, O51 1.425, H55 1.095
50 C -1.421 -2.838 0.403  C49 1.520, H56 1.096, H57 1.095, H58 1.094
51 O 0.962 -2.581 0.589  C49 1.425, H59 0.972
52 H -0.416 -0.366 1.186  C48 1.096
53 H 0.582 -0.083 -0.234  C48 1.095
54 H -1.184 -0.196 -0.409  C48 1.094
55 H -0.045 -2.305 -1.164  C49 1.095
56 H -1.560 -2.683 1.479  C50 1.096
57 H -1.311 -3.917 0.251  C50 1.095
58 H -2.322 -2.501 -0.118  C50 1.094
59 H 0.843 -2.402 1.536  O51 0.972
60 C 3.375 -4.811 -1.888  C61 1.520, H64 1.096, H65 1.095, H66 1.094
61 C 2.641 -4.452 -3.170  C60 1.520, C62 1.520, O63 1.425, H67 1.095
62 C 3.100 -3.109 -3.714  C61 1.520, H68 1.096, H69 1.095, H70 1.094
63 O 1.240 -4.405 -2.915  C61 1.425, H71 0.972
64 H 3.182 -4.068 -1.105  C60 1.096
65 H 3.026 -5.774 -1.501  C60 1.095
66 H 4.455 -4.870 -2.054  C60 1.094
67 H 2.811 -5.231 -3.922  C61 1.095
68 H 2.897 -2.306 -2.997  C62 1.096
69 H 2.555 -2.858 -4.631  C62 1.095
70 H 4.172 -3.118 -3.936  C62 1.094
71 H 1.079 -3.716 -2.249  O63 0.972
72 C -4.174 3.284 -2.836  C73 1.520, H76 1.096, H77 1.095, H78 1.094
73 C -3.426 1.964 -2.741  C72 1.520, C74 1.520, O75 1.425, H79 1.095
74 C -4.011 1.071 -1.658  C73 1.520, H80 1.096, H81 1.095, H82 1.094
75 O -2.053 2.219 -2.451  C73 1.425, H83 0.972
76 H -4.108 3.841 -1.894  C72 1.096
77 H -3.734 3.921 -3.611  C72 1.095
78 H -5.230 3.123 -3.073  C72 1.094
79 H -3.467 1.447 -3.706  C73 1.095
80 H -3.940 1.550 -0.675  C74 1.096
81 H -3.455 0.130 -1.593  C74 1.095
82 H -5.063 0.844 -1.860  C74 1.094
83 H -2.007 2.677 -1.596  O75 0.972
84 C 8.737 -6.971 -2.291  C85 1.520, H88 1.096, H89 1.095, H90 1.094
85 C 7.555 -6.314 -2.987  C84 1.520, C86 1.520, O87 1.425, H91 1.095
86 C 8.015 -5.361 -4.079  C85 1.520, H92 1.096, H93 1.095, H94 1.094
87 O 6.782 -5.596 -2.029  C85 1.425, H95 0.972
88 H 9.376 -6.221 -1.812  C84 1.096
89 H 8.391 -7.644 -1.500  C84 1.095
90 H 9.343 -7.544 -2.999  C84 1.094
91 H 6.908 -7.084 -3.419  C85 1.095
92 H 8.628 -4.554 -3.663  C86 1.096
93 H 7.155 -4.887 -4.563  C86 1.095
94 H 8.600 -5.887 -4.841  C86 1.094
95 H 7.349 -4.909 -1.640  O87 0.972
96 C 6.118 -8.889 -0.191  C97 1.520, H100 1.096, H101 1.095, H102 1.094
97 C 6.867 -10.209 -0.096  C96 1.520, C98 1.520, O99 1.425, H103 1.095
98 C 6.281 -11.101 0.986  C97 1.520, H104 1.096, H105 1.095, H106 1.094
99 O 8.239 -9.954 0.193  C97 1.425, H107 0.972
100 H 6.184 -8.332 0.750  C96 1.096
101 H 6.559 -8.252 -0.966  C96 1.095
102 H 5.062 -9.050 -0.429  C96 1.094
103 H 6.826 -10.725 -1.061  C97 1.095
104 H 6.353 -10.623 1.970  C98 1.096
105 H 6.837 -12.042 1.052  C98 1.095
106 H 5.230 -11.328 0.784  C98 1.094
107 H 8.285 -9.495 1.048  O99 0.972
108 C -8.514 4.299 -3.744  C109 1.520, H112 1.096, H113 1.095, H114 1.094
109 C -8.388 2.799 -3.962  C108 1.520, C110 1.520, O111 1.425, H115 1.095
110 C -9.619 2.061 -3.461  C109 1.520, H116 1.096, H117 1.095, H118 1.094
111 O -7.236 2.318 -3.275  C109 1.425, H119 0.972
112 H -8.614 4.533 -2.678  C108 1.096
113 H -7.616 4.816 -4.098  C108 1.095
114 H -9.383 4.703 -4.273  C108 1.094
115 H -8.244 2.593 -5.028  C109 1.095
116 H -9.758 2.216 -2.385  C110 1.096
117 H -9.509 0.982 -3.613  C110 1.095
118 H -10.521 2.398 -3.982  C110 1.094
119 H -7.356 2.496 -2.327  O111 0.972
120 C -1.873 1.551 -6.922  C121 1.520, H124 1.096, H125 1.095, H126 1.094
121 C -1.124 0.231 -6.827  C120 1.520, C122 1.520, O123 1.425, H127 1.095
122 C -1.710 -0.662 -5.745  C121 1.520, H128 1.096, H129 1.095, H130 1.094
123 O 0.248 0.486 -6.538  C121 1.425, H131 0.972
124 H -1.807 2.108 -5.981  C120 1.096
125 H -1.432 2.188 -7.697  C120 1.095
126 H -2.929 1.390 -7.160  C120 1.094
127 H -1.165 -0.286 -7.792  C121 1.095
128 H -1.638 -0.183 -4.761  C122 1.096
129 H -1.154 -1.603 -5.679  C122 1.095
130 H -2.761 -0.889 -5.947  C122 1.094
131 H 0.294 0.944 -5.683  O123 0.972
132 C -12.373 4.581 0.193  C133 1.520, H136 1.096, H137 1.095, H138 1.094
133 C -11.624 3.261 0.288  C132 1.520, C134 1.520, O135 1.425, H139 1.095
134 C -12.210 2.368 1.371  C133 1.520, H140 1.096, H141 1.095, H142 1.094
135 O -10.252 3.515 0.577  C133 1.425, H143 0.972
136 H -12.307 5.137 1.135  C132 1.096
137 H -11.932 5.218 -0.582  C132 1.095
138 H -13.429 4.420 -0.044  C132 1.094
139 H -11.665 2.744 -0.677  C133 1.095
140 H -12.138 2.846 2.354  C134 1.096
141 H -11.654 1.427 1.436  C134 1.095
142 H -13.261 2.141 1.169  C134 1.094
143 H -10.206 3.974 1.433  O135 0.972

Record 4
This record from the OMol25 dataset describes a single C4H10N2OS molecule. The level of theory is ωB97M-V with the def2-TZVPD basis set.

As for the SMILES: CON(C)C(=S)CN. The energy above the lowest of the compared OMol25 structures with the same formula, charge and spin comes out at 127.89 kcal/mol. As for the frontier orbital gap: 0.3100 Eh. Its spin multiplicity is 1.

Bonds (Å) are listed after each position.
Geometry (Å):
1 C 0.151 1.851 1.915  O2 1.504, H9 1.021, H10 1.110, H11 1.090
2 O -0.114 0.391 1.667  C1 1.504, N3 1.302
3 N -0.637 0.209 0.489  O2 1.302, C4 1.456, C5 1.377
4 C -2.051 0.275 0.151  N3 1.456, H12 1.191, H13 1.192, H14 1.199
5 C 0.138 -0.179 -0.582  N3 1.377, S6 1.804, C7 1.589
6 S -0.710 -0.723 -2.077  C5 1.804
7 C 1.694 -0.037 -0.297  C5 1.589, N8 1.542, H15 1.073, H16 1.111
8 N 2.223 -1.302 0.410  C7 1.542, H17 1.153, H18 1.089
9 H 0.945 2.130 1.337  C1 1.021
10 H -0.720 2.539 1.908  C1 1.110
11 H 0.515 1.832 2.942  C1 1.090
12 H -1.963 0.909 -0.853  C4 1.191
13 H -2.720 0.868 0.939  C4 1.192
14 H -2.436 -0.856 0.245  C4 1.199
15 H 1.861 0.843 0.293  C7 1.073
16 H 2.226 0.057 -1.268  C7 1.111
17 H 1.437 -1.563 1.212  N8 1.153
18 H 2.430 -2.129 -0.267  N8 1.089

Record 5
This record from the OMol25 dataset describes 11 unconnected molecules or ions with the total composition H28N5O12S2. The level of theory is ωB97M-V with the def2-TZVPD basis set.

Its net charge is +1. As for the frontier orbital gap: 0.0690 Eh. Its spin multiplicity is 1.

Bonds (Å) are listed after each position.
Geometry (Å):
1 N -16.290 18.207 -17.216  H2 1.010, H3 1.010, H4 1.010, H5 1.010
2 H -17.182 18.675 -17.153  N1 1.010
3 H -15.796 18.168 -16.336  N1 1.010
4 H -15.697 18.488 -17.984  N1 1.010
5 H -16.598 17.288 -17.498  N1 1.010
6 N -14.223 11.798 -16.683  H7 1.010, H8 1.010, H9 1.010, H10 1.010
7 H -14.449 11.966 -15.713  N6 1.010
8 H -13.653 10.992 -16.901  N6 1.010
9 H -13.904 12.720 -16.945  N6 1.010
10 H -15.080 11.728 -17.212  N6 1.010
11 N -15.162 16.493 -23.316  H12 1.010, H13 1.010, H14 1.010, H15 1.010
12 H -15.562 16.095 -22.478  N11 1.010
13 H -15.851 16.895 -23.936  N11 1.010
14 H -14.647 15.876 -23.927  N11 1.010
15 H -14.615 17.330 -23.166  N11 1.010
16 N -22.223 17.670 -19.861  H17 1.010, H18 1.010, H19 1.010, H20 1.010
17 H -21.624 18.298 -19.344  N16 1.010
18 H -23.220 17.818 -19.801  N16 1.010
19 H -21.897 16.734 -19.672  N16 1.010
20 H -21.950 17.897 -20.807  N16 1.010
21 N -18.093 22.703 -20.745  H22 1.010, H23 1.010, H24 1.010, H25 1.010
22 H -18.735 23.411 -21.071  N21 1.010
23 H -18.352 21.783 -21.072  N21 1.010
24 H -18.031 22.812 -19.743  N21 1.010
25 H -17.200 22.970 -21.133  N21 1.010
26 S -18.460 13.459 -20.211  O27 1.420, O28 1.436, O29 1.486, O30 1.438
27 O -17.500 14.475 -19.964  S26 1.420
28 O -17.892 12.280 -19.620  S26 1.436
29 O -19.800 13.782 -19.654  S26 1.486
30 O -18.542 13.373 -21.644  S26 1.438
31 S -19.719 22.245 -15.864  O32 1.484, O33 1.450, O34 1.462, O35 1.419
32 O -18.565 22.971 -16.450  S31 1.484
33 O -19.853 20.994 -16.584  S31 1.450
34 O -19.461 22.008 -14.444  S31 1.462
35 O -20.885 23.051 -15.919  S31 1.419
36 O -19.220 15.072 -15.398  H37 0.957, H38 0.957
37 H -19.823 14.950 -14.665  O36 0.957
38 H -19.723 14.809 -16.169  O36 0.957
39 O -13.723 19.760 -13.199  H40 0.957, H41 0.957
40 H -13.136 20.516 -13.182  O39 0.957
41 H -14.452 20.009 -12.631  O39 0.957
42 O -12.217 16.111 -15.397  H43 0.957, H44 0.957
43 H -11.407 16.436 -15.791  O42 0.957
44 H -12.416 16.740 -14.704  O42 0.957
45 O -13.405 20.040 -20.031  H46 0.957, H47 0.957
46 H -13.337 20.989 -20.133  O45 0.957
47 H -13.071 19.685 -20.855  O45 0.957

Record 6
This record from the OMol25 dataset describes 2 unconnected molecules or ions with the total composition C2H4O3. The level of theory is ωB97M-V with the def2-TZVPD basis set.

As for the SMILES: O=CO.C=O. The energy above the lowest of the compared OMol25 structures with the same formula, charge and spin comes out at 34.62 kcal/mol. As for the frontier orbital gap: 0.3998 Eh. Its spin multiplicity is 1.

Bonds (Å) are listed after each position.
Geometry (Å):
1 O -0.604 -1.009 0.331  C2 1.186
2 C 0.465 -0.731 0.765  O1 1.186, O3 1.373, H4 1.095
3 O 0.924 -1.259 1.946  C2 1.373, H5 0.965
4 H 1.219 -0.017 0.418  C2 1.095
5 H 0.704 -2.194 2.043  O3 0.965
6 C -0.441 1.620 -2.078  O7 1.199, H8 1.104, H9 1.102
7 O -0.406 1.408 -0.899  C6 1.199
8 H -0.181 2.612 -2.486  C6 1.104
9 H -0.790 0.851 -2.786  C6 1.102